# C9H14O

A cluster of 2 separate species, C9H14O in total (ωB97M-V/def2-TZVPD, the OMol25 dataset).

Calculated values
SMILES string   Cc1ccc(O)cc1.CC
Maximum force   1.783 eV Å⁻¹
Orbital gap   9.318 eV
ΔE to the lowest compared entry with this formula, charge and spin   8.90 kcal/mol
E   -11607.2506 eV

Each line ends with the Mulliken charge.
Geometry (Å):
O -0.65911 -2.18336 -2.26764  -0.54
C -2.71864 2.54611 -0.04139  -0.87
C 2.92403 0.10655 1.45494  -1.42
C 2.41724 -0.87647 -0.81897  -0.47
C -0.17805 -1.44799 -0.08838  -0.64
C 1.99949 -0.57859 0.46506  0.43
C 0.25818 -1.61046 -1.39446  0.87
C 0.68364 -0.86794 0.82686  -0.38
C -3.07004 1.36867 0.88343  -0.54
C 1.56867 -1.42223 -1.77295  -0.65
H 2.35659 0.41753 2.32335  0.36
H 3.47077 0.89054 0.97529  0.37
H -3.59672 2.91053 -0.58041  0.29
H -1.96656 2.25648 -0.77447  0.26
H 1.94480 -1.78601 -2.71680  0.31
H 3.64816 -0.62964 1.79217  0.32
H -0.15531 -2.47460 -3.04605  0.29
H -1.19648 -1.69853 0.14697  0.44
H 3.45681 -0.64331 -1.03677  0.35
H 0.44690 -0.88838 1.88718  0.36
H -3.65410 0.62448 0.35575  0.26
H -3.55393 1.68238 1.79681  0.33
H -2.10106 0.91672 1.10938  0.01
H -2.32529 3.38752 0.52110  0.28